Below is C19H21NO5S in the gas phase at a distorted geometry, with properties calculated with ωB97M-V/def2-TZVPD.

Values from the calculation:
Kohn-Sham gap (eV): 9.60
Structure (SMILES): COc1ccccc1S(=O)(=O)N1CCC(C(=O)O)(c2ccccc2)CC1
Multiplicity: 1
HOMO level (eV): -8.94
LUMO energy (eV): 0.7

XYZ file:
```
47
C19H21NO5S, DFT ωB97M-V/def2-TZVPD
C 6.376 1.122 -0.305
O 4.990 0.969 -0.096
C 4.463 -0.267 -0.072
C 5.171 -1.460 -0.213
C 4.503 -2.671 -0.138
C 3.138 -2.720 0.084
C 2.427 -1.537 0.218
C 3.082 -0.329 0.123
S 2.231 1.241 0.304
O 2.507 1.763 1.610
O 2.490 2.070 -0.838
N 0.620 0.736 0.284
C -0.270 1.498 1.133
C -1.602 0.765 1.265
C -2.240 0.527 -0.114
C -2.651 1.823 -0.803
O -2.745 1.956 -1.994
O -2.970 2.806 0.046
C -3.557 -0.233 0.039
C -4.562 0.311 0.834
C -5.770 -0.340 1.001
C -6.001 -1.550 0.371
C -5.014 -2.095 -0.429
C -3.804 -1.442 -0.599
C -1.221 -0.192 -1.007
C 0.094 0.584 -1.055
H 6.682 0.714 -1.273
H 6.553 2.195 -0.292
H 6.955 0.647 0.494
H 6.237 -1.452 -0.374
H 5.064 -3.587 -0.248
H 2.631 -3.669 0.153
H 1.366 -1.538 0.402
H 0.220 1.597 2.101
H -0.435 2.505 0.723
H -2.264 1.348 1.902
H -1.435 -0.207 1.733
H -3.267 3.587 -0.448
H -4.406 1.261 1.323
H -6.534 0.103 1.622
H -6.944 -2.060 0.498
H -5.184 -3.036 -0.933
H -3.062 -1.891 -1.237
H -1.614 -0.276 -2.021
H -1.028 -1.187 -0.604
H 0.838 0.044 -1.643
H -0.060 1.564 -1.528
```